# 1
DFT (wB97M-V/def2-TZVPD) results for the molecule C14H19ClN2O3 in a non-equilibrium geometry.

Properties
Kohn-Sham gap (eV): 9.2
Total charge: 0
SMILES string: CC(C)C[C@H](NC(=O)NCc1ccccc1Cl)C(=O)O

The geometry in XYZ format:
```
39
C14H19ClN2O3 wB97M-V/def2-TZVPD
C -2.97569 -2.35623 0.60323
C -1.80541 -1.71353 0.84601
C -0.67296 -1.86645 0.15289
C -2.13202 -0.09165 1.14388
C -2.68029 0.88505 -0.10491
N -1.64126 1.01592 -1.17287
C -0.32319 1.30895 -0.87158
O -0.12820 2.18581 0.32744
N 0.59889 1.38161 -1.85208
C 2.00467 1.63945 -1.37953
C 2.69490 0.68597 -0.59328
C 2.77699 -0.48127 -1.14630
C 3.29325 -1.54163 -0.26629
C 4.00783 -1.27766 0.65736
C 4.02199 0.13697 1.32214
C 3.47908 1.15236 0.51426
Cl 3.57230 2.71792 1.18642
C -3.30090 2.03152 0.33101
O -4.54837 1.96460 0.20273
O -2.59872 2.87101 0.81052
H -3.11457 -2.14490 -0.52214
H -2.64377 -3.32761 0.56249
H -3.84731 -2.18107 1.10082
H -1.58815 -1.83962 2.02160
H -0.37526 -2.93791 0.36386
H -0.88547 -1.58410 -1.06596
H 0.15603 -1.10488 0.28655
H -2.95811 0.05028 1.70445
H -1.30380 0.49135 1.83145
H -3.40810 0.06659 -0.76850
H -1.62455 0.60228 -2.02590
H 0.40049 0.72096 -2.35938
H 1.82975 2.67246 -0.71565
H 2.50564 1.99418 -2.30378
H 2.14413 -0.68255 -1.99877
H 3.26723 -2.79616 -0.72429
H 4.64453 -2.02435 1.29364
H 4.70922 0.47355 1.80137
H -1.55081 2.90278 0.80706
```



# 2
DFT (wB97M-V/def2-TZVPD) results for the molecule C14H19N in a non-equilibrium geometry.

Properties
Kohn-Sham gap (eV): 8.9
Total charge: 0
SMILES string: C#CN(c1ccccc1)C(C)(CC)CC

The geometry in XYZ format:
```
34
C14H19N wB97M-V/def2-TZVPD
C -0.01478 -2.52811 1.88492
C -0.13698 -1.51023 1.26109
N 0.15050 -0.19357 0.74947
C 1.50259 -0.06596 0.34786
C 2.18359 -1.20582 -0.15107
C 3.48539 -1.03856 -0.62343
C 4.10013 0.19950 -0.69175
C 3.38397 1.25072 -0.24908
C 2.13619 1.16324 0.34109
C -1.09559 0.40191 0.12755
C -0.73440 1.80230 -0.51923
C -1.74465 -0.61995 -0.75791
C -0.77156 -1.06877 -1.90506
C -1.98975 0.56288 1.36936
C -3.51772 0.77987 1.20078
H -0.14540 -3.32401 2.53194
H 1.77956 -2.25729 -0.22709
H 4.20073 -1.78311 -0.86035
H 5.07892 0.20642 -1.18442
H 3.99587 2.19244 -0.36683
H 1.72301 2.01264 0.77011
H 0.17781 1.69521 -1.08194
H -1.47604 2.29796 -1.27619
H -0.59505 2.58211 0.16472
H -2.23173 -1.52690 -0.42010
H -2.52474 -0.20162 -1.31457
H 0.10468 -1.66173 -1.66071
H -0.44145 -0.12050 -2.36158
H -1.29182 -1.60702 -2.68409
H -1.51065 1.45019 1.73684
H -2.00388 -0.23038 2.07911
H -3.96028 0.99099 2.23082
H -3.76934 1.59872 0.48841
H -4.04712 -0.24358 1.05132
```



# 3
DFT (wB97M-V/def2-TZVPD) results for the molecule C14H19N3O2.

Properties
Kohn-Sham gap (eV): 10.2
Total charge: 0
SMILES string: O=C(NCc1cccnc1)C(=O)NC1CCCCC1

The geometry in XYZ format:
```
38
C14H19N3O2 wB97M-V/def2-TZVPD
O 0.78841 0.41570 1.77342
C 0.96585 0.77275 0.62137
N 2.09648 1.27145 0.11323
C 3.33338 1.39383 0.84850
C 4.36600 0.42137 0.34457
C 5.56968 0.84223 -0.20460
C 6.46804 -0.10630 -0.66654
C 6.11955 -1.44433 -0.56647
N 4.97490 -1.85720 -0.04880
C 4.12598 -0.95023 0.39370
C -0.14711 0.70891 -0.43141
O 0.04648 1.05928 -1.58377
N -1.28344 0.23581 0.07887
C -2.51754 0.06300 -0.65523
C -3.57741 1.04881 -0.13763
C -4.97832 0.51674 -0.41658
C -5.24827 -0.75153 0.40289
C -3.96072 -1.55074 0.63883
C -3.01008 -1.38895 -0.54202
H 2.07614 1.48244 -0.87801
H 3.70693 2.41995 0.76859
H 3.08957 1.17888 1.89426
H 5.80211 1.89667 -0.26608
H 7.41322 0.18730 -1.09621
H 6.78304 -2.22479 -0.91455
H 3.20342 -1.33059 0.81340
H -1.25954 -0.00166 1.06402
H -2.27017 0.28953 -1.69745
H -3.43485 2.02079 -0.61128
H -3.45139 1.18416 0.93882
H -5.06614 0.30234 -1.48301
H -5.72033 1.27876 -0.17445
H -5.68534 -0.48479 1.36664
H -5.97660 -1.36953 -0.12472
H -4.20070 -2.60510 0.78270
H -3.46558 -1.20474 1.54795
H -3.52764 -1.67086 -1.45966
H -2.14804 -2.04939 -0.43327
```